(1)
Entry from OMol25: 4 unconnected molecules or ions with the total composition C11H20N7O8PS in a non-equilibrium geometry (the ωB97M-V functional and the def2-TZVPD basis).

XYZ file:
```
48
Properties=species:S:1:pos:R:3:forces:R:3
S -2.897437 2.660762 0.925347 4.13 -5.05 0.64
P 1.113338 -3.521640 0.358826 0.46 -3.15 2.47
O -5.710403 4.114517 5.731387 1.76 -0.31 0.01
O 4.320726 1.312304 -4.604816 -0.85 -0.75 -1.25
O 2.998124 0.970909 -6.333270 1.21 -0.37 1.33
O 0.436906 -0.294859 -3.409345 1.39 0.61 0.96
O 2.258702 -0.147596 -2.179403 -1.37 0.30 -0.79
O 2.776830 -3.224869 -0.082874 -3.65 1.62 -0.77
O -3.606052 4.307959 6.354020 -1.44 -0.56 -0.88
O 0.391169 -4.420998 -0.945805 2.39 2.48 0.54
N -2.643401 1.183651 -0.003633 2.60 -1.33 1.82
N -4.510687 3.822582 5.664708 -0.23 0.79 0.80
N -3.004705 -1.339528 -1.767034 1.34 0.39 1.85
N 3.846626 0.613267 -5.507967 -0.34 1.00 0.04
N 1.271035 0.333359 -2.747017 -0.05 -0.82 -0.14
N 0.956086 -4.455588 1.708868 1.54 2.39 -2.75
N -1.666828 2.417210 2.190001 0.87 -5.10 -3.33
C -1.551454 0.268450 0.503992 -1.20 3.77 1.87
C -4.125331 2.792798 4.662248 0.32 -0.18 -0.06
C 4.338912 -0.786736 -5.615339 0.24 -0.23 0.15
C 0.814933 1.088635 4.057911 -0.75 -1.16 -1.01
C -0.994567 1.073002 1.844483 -0.14 -0.10 -0.23
C -0.981392 -1.169249 -0.045997 2.46 -0.45 2.42
C 0.263215 -1.860412 0.767124 -3.01 4.75 -0.08
C 0.837359 -1.057690 2.115618 -2.41 2.75 -0.40
C -1.633734 -1.904928 -1.357816 -0.24 0.42 -0.61
C 0.227875 0.360358 2.673456 0.04 -2.30 -1.97
C 1.072287 1.802317 -2.618392 -0.20 0.29 -0.10
H 1.741180 -1.532984 2.715657 -2.20 1.05 -1.42
H 2.738479 -2.364591 -0.621444 0.41 -1.47 0.89
H 1.950505 2.292137 -3.043864 -0.04 -0.14 0.16
H 4.790540 -0.902384 -6.602696 -0.23 0.01 0.13
H 0.966884 2.028745 -1.555443 0.15 -0.09 -0.15
H -0.891370 -1.699533 -2.261825 -1.53 -0.78 2.00
H 0.635686 2.239235 3.936144 0.57 -2.29 0.34
H -4.660403 1.874122 4.911197 -0.03 0.23 -0.12
H 1.936706 0.768387 4.150598 -2.16 0.92 -0.11
H 3.479407 -1.448666 -5.491485 0.11 0.16 -0.16
H 5.077477 -0.962651 -4.830342 -0.22 0.17 -0.17
H -3.505324 -1.239728 -0.832858 0.48 0.13 -1.86
H -1.828461 -3.071175 -1.195727 0.94 2.71 -0.10
H 1.914038 -4.686347 2.059217 -1.00 0.08 -0.37
H 0.170025 2.085847 -3.164450 0.23 -0.22 0.11
H 0.222792 0.676111 5.008550 1.25 0.96 -2.19
H -4.414370 3.166741 3.677951 -0.08 -0.12 0.23
H 1.019191 -4.420899 -1.734034 -1.12 0.11 1.35
H -2.895376 -0.376705 -2.178108 -0.10 -1.29 0.89
H -3.045736 2.636348 4.713679 -0.29 0.14 0.01
```
Positions in Å, forces in eV/Å.

Calculated values
Electronic energy (eV): -58647.717
Spin multiplicity: 1
Kohn-Sham gap (eV): 6.60
HOMO energy (eV): -8.72
SMILES: Cc1cc(P(=N)(O)O)c(CN)c2nsnc12.C[N+](=O)[O-].C[N+](=O)[O-].C[N+](=O)[O-]

How is the electron density shared among the atoms? According to natural (NBO), the charges in e are: S 0.794; P 2.072; O -0.376; O -0.377; O -0.371; O -0.375; O -0.397; O -0.949; O -0.369; O -0.952; N -0.589; N 0.519; N -0.818; N 0.520; N 0.532; N -1.272; N -0.598; C 0.096; C -0.483; C -0.485; C -0.657; C 0.133; C 0.025; C -0.413; C -0.175; C -0.293; C -0.010; C -0.487; H 0.258; H 0.506; H 0.253; H 0.239; H 0.243; H 0.243; H 0.249; H 0.237; H 0.237; H 0.241; H 0.235; H 0.359; H 0.251; H 0.381; H 0.237; H 0.241; H 0.230; H 0.507; H 0.368; H 0.241

=====

(2)
Entry from OMol25: a single C5H3F molecule in a non-equilibrium geometry (the ωB97M-V functional and the def2-TZVPD basis).

XYZ file:
```
9
Properties=species:S:1:pos:R:3:forces:R:3
F 1.460308 3.469157 -0.054098 0.01 -0.48 0.11
C 2.183147 1.321886 1.004542 -2.51 -0.18 -1.49
C 1.493051 2.206617 0.331845 0.04 -0.70 0.34
C -1.226585 -0.451167 -0.608032 -0.24 0.01 -0.14
C 0.785722 0.946679 0.281917 0.78 1.16 0.00
C -0.236440 0.264922 -0.164850 1.61 0.42 0.92
H -1.170834 -0.952427 -1.562267 0.04 -0.10 -0.17
H -2.159695 -0.538301 -0.070962 -0.09 -0.01 0.15
H 3.001386 0.946749 1.565151 0.36 -0.13 0.29
```
Positions in Å, forces in eV/Å.

Calculated values
Electronic energy (eV): -7945.787
Spin multiplicity: 1
ΔE to the lowest compared entry with this formula, charge and spin (eV): 1.337
Kohn-Sham gap (eV): 9.33
HOMO energy (eV): -8.50
SMILES: C=C=C1C=C1F

How is the electron density shared among the atoms? According to natural (NBO), the charges in e are: F -0.277; C -0.236; C 0.417; C -0.434; C -0.090; C -0.041; H 0.207; H 0.208; H 0.245

=====

(3)
Entry from OMol25: a single C5H9N3O molecule (the ωB97M-V functional and the def2-TZVPD basis).

XYZ file:
```
18
Properties=species:S:1:pos:R:3:forces:R:3
O 0.274176 -1.166825 -0.212105 -0.27 -0.33 -0.14
N -0.152892 0.146218 0.046004 -0.37 0.28 0.06
N -1.993966 1.530004 0.089157 0.17 -0.29 0.01
N 0.804550 2.293822 -0.012438 0.12 -0.07 -0.07
C 0.912162 1.035224 -0.059019 0.01 0.02 0.17
C -1.540178 0.346476 0.019864 0.21 0.02 0.04
C -2.335677 -0.929718 -0.084972 -0.25 -0.18 0.21
C 2.155503 0.165748 -0.164137 0.13 -0.02 0.09
C 1.606237 -1.192172 0.264190 0.59 -0.14 0.17
H 2.497465 0.167354 -1.207165 -0.01 -0.08 0.23
H 1.619561 -1.296108 1.365145 -0.05 0.07 -0.33
H 2.950687 0.543938 0.490625 -0.20 -0.11 -0.25
H -2.099048 -1.451074 -1.010647 0.05 -0.03 -0.04
H -3.401228 -0.675678 -0.097072 0.24 -0.08 0.09
H 1.739897 2.689348 -0.066520 0.00 0.12 0.00
H 2.094777 -2.066094 -0.188473 -0.18 0.35 0.10
H -3.006317 1.493358 0.087245 -0.14 0.02 -0.02
H -2.125703 -1.633822 0.740319 -0.06 0.43 -0.32
```
Positions in Å, forces in eV/Å.

Calculated values
Electronic energy (eV): -11846.598
Spin multiplicity: 1
ΔE to the lowest compared entry with this formula, charge and spin (eV): 2.810
Kohn-Sham gap (eV): 9.40
HOMO energy (eV): -8.57
SMILES: [H]/N=C(\C)N1OCC/C1=N\[H]

How is the electron density shared among the atoms? According to natural (NBO), the charges in e are: O -0.361; N -0.182; N -0.636; N -0.629; C 0.423; C 0.430; C -0.678; C -0.503; C -0.071; H 0.232; H 0.175; H 0.233; H 0.236; H 0.219; H 0.334; H 0.206; H 0.336; H 0.236

=====

(4)
Entry from OMol25: a molecular structure, C4H7NO3 in a non-equilibrium geometry (the ωB97M-V functional and the def2-TZVPD basis).

XYZ file:
```
15
Properties=species:S:1:pos:R:3:forces:R:3
O -4.015332 -0.240149 0.013974 -1.05 3.66 5.20
O -0.437639 1.437700 -0.660731 1.31 -3.09 -0.34
O 0.449893 -0.745616 -0.475653 1.08 0.58 -1.06
N -2.750848 0.385245 0.125417 1.32 -1.62 -1.77
C -1.766937 -0.393829 -0.257616 -3.92 -2.07 0.69
C -0.501818 0.196107 -0.554581 0.64 3.51 1.16
C 2.195131 0.239748 0.822226 0.24 -0.51 0.84
C 1.858634 -0.252898 -0.526828 -1.37 -0.79 -2.86
H -1.843829 -1.551948 -0.328397 -0.32 2.12 -0.17
H 2.544052 -1.112111 -1.007957 -1.71 1.77 1.51
H 2.471499 -0.624449 1.470249 -0.15 0.81 -0.24
H 1.878052 0.605073 -1.276611 -0.17 -1.09 0.90
H 3.090126 0.731831 0.441024 0.46 0.95 1.63
H -4.533405 0.463338 0.879953 1.89 -3.50 -4.27
H 1.362414 0.861955 1.335529 1.76 -0.72 -1.23
```
Positions in Å, forces in eV/Å.

Calculated values
Electronic energy (eV): -11889.817
Spin multiplicity: 1
ΔE to the lowest compared entry with this formula, charge and spin (eV): 5.460
Kohn-Sham gap (eV): 10.01
HOMO energy (eV): -9.90

How is the electron density shared among the atoms? According to natural (NBO), the charges in e are: O -0.529; O -0.572; O -0.504; N -0.050; C -0.100; C 0.706; C -0.653; C -0.082; H 0.201; H 0.211; H 0.213; H 0.205; H 0.225; H 0.482; H 0.246